Below is a cluster of 12 separate species, C27H49N3O38S9 in total at a distorted geometry, with properties calculated with the ωB97M-V functional and the def2-TZVPD basis.

Properties
orbital gap	7.90	eV
structure (SMILES)	C[N+](=O)[O-].O=S1(=O)OCCO1.O=S1(=O)OCCO1.O=S1(=O)OCCO1.O=S1(=O)OCCO1.O=S1(=O)OCCO1.O=S1(=O)OCCO1.O=S1(=O)OCCO1.O=S1(=O)OCCO1.O=S1(=O)OCCO1.c1cc[nH]c1.c1cc[nH]c1
largest force on an atom	4.6	eV/Å
electronic energy	-208567.6488	eV

Each atom is followed by the atoms it is bonded to, with distances in Å.
Cartesian coordinates (Å):
1 C 5.3167 -7.5418 11.9245  N2 1.499, H5 1.090, H6 1.090, H7 1.090
2 N 5.2206 -6.0529 11.7804  C1 1.499, O3 1.231, O4 1.201
3 O 4.2872 -5.4289 12.2850  N2 1.231
4 O 6.1693 -5.4069 11.4270  N2 1.201
5 H 5.4366 -7.9094 10.9053  C1 1.090
6 H 4.4235 -7.8860 12.4458  C1 1.090
7 H 6.1783 -7.7221 12.5673  C1 1.090
8 O -3.3058 -11.2975 16.2105  S9 1.461
9 S -2.4194 -11.7849 15.1561  O8 1.461, O10 1.469, O11 1.610, O14 1.657
10 O -2.7762 -13.0270 14.4574  S9 1.469
11 O -2.0793 -10.5794 14.1450  S9 1.610, C12 1.489
12 C -0.8265 -9.8561 14.4967  O11 1.489, C13 1.569, H15 1.090, H16 1.090
13 C -0.4164 -10.4646 15.8831  C12 1.569, O14 1.426, H17 1.090, H18 1.090
14 O -0.8813 -11.8080 15.7728  S9 1.657, C13 1.426
15 H -0.0063 -10.2363 13.8878  C12 1.090
16 H -0.9879 -8.7783 14.5194  C12 1.090
17 H -0.8923 -10.0829 16.7864  C13 1.090
18 H 0.6487 -10.3525 16.0856  C13 1.090
19 O 13.3562 -0.6978 19.4072  S20 1.462
20 S 12.1836 -0.8216 20.2723  O19 1.462, O21 1.450, O22 1.622, O25 1.603
21 O 11.5068 0.3657 20.7585  S20 1.450
22 O 11.0715 -1.8423 19.6787  S20 1.622, C23 1.374
23 C 10.3010 -2.3600 20.6923  O22 1.374, C24 1.573, H26 1.090, H27 1.090
24 C 11.1813 -2.2730 21.9931  C23 1.573, O25 1.416, H28 1.090, H29 1.090
25 O 12.4247 -1.7644 21.5467  S20 1.603, C24 1.416
26 H 9.4563 -1.6927 20.5211  C23 1.090
27 H 9.9698 -3.3634 20.4246  C23 1.090
28 H 11.3201 -3.2337 22.4889  C24 1.090
29 H 10.7745 -1.5962 22.7445  C24 1.090
30 O 6.7462 -17.3416 19.1580  S31 1.481
31 S 8.0884 -16.7247 19.2630  O30 1.481, O32 1.450, O33 1.660, O36 1.656
32 O 9.2983 -17.5195 19.1740  S31 1.450
33 O 8.0909 -15.4634 18.1836  S31 1.660, C34 1.414
34 C 8.7300 -14.3299 18.7378  O33 1.414, C35 1.510, H37 1.090, H38 1.090
35 C 8.3875 -14.3563 20.2078  C34 1.510, O36 1.434, H39 1.090, H40 1.090
36 O 8.1277 -15.7168 20.5770  S31 1.656, C35 1.434
37 H 9.8100 -14.4609 18.6697  C34 1.090
38 H 8.3463 -13.4205 18.2755  C34 1.090
39 H 7.4451 -13.8096 20.1755  C35 1.090
40 H 9.0822 -13.7399 20.7783  C35 1.090
41 O 6.0932 -2.2482 26.7280  S42 1.466
42 S 4.7633 -2.7558 26.3772  O41 1.466, O43 1.479, O44 1.670, O47 1.657
43 O 4.2844 -2.8415 24.9810  S42 1.479
44 O 4.5918 -4.2049 27.1895  S42 1.670, C45 1.399
45 C 3.2119 -4.4024 27.3053  O44 1.399, C46 1.586, H48 1.090, H49 1.090
46 C 2.6474 -2.9714 27.6904  C45 1.586, O47 1.437, H50 1.090, H51 1.090
47 O 3.5760 -1.9759 27.2305  S42 1.657, C46 1.437
48 H 2.6790 -4.6916 26.3995  C45 1.090
49 H 2.9918 -5.2037 28.0107  C45 1.090
50 H 2.4254 -2.7510 28.7345  C46 1.090
51 H 1.6341 -2.8585 27.3050  C46 1.090
52 O 4.5783 0.4856 18.0107  S53 1.479
53 S 5.8440 0.7529 17.2934  O52 1.479, O54 1.474, O55 1.663, O58 1.627
54 O 6.8287 1.6506 17.9233  S53 1.474
55 O 6.6256 -0.5946 16.7121  S53 1.663, C56 1.383
56 C 7.0930 -0.4597 15.4172  O55 1.383, C57 1.551, H59 1.090, H60 1.090
57 C 6.0309 0.4638 14.7660  C56 1.551, O58 1.389, H61 1.090, H62 1.090
58 O 5.5223 1.2633 15.7820  S53 1.627, C57 1.389
59 H 8.0222 0.1055 15.4890  C56 1.090
60 H 7.2216 -1.3794 14.8466  C56 1.090
61 H 5.1345 0.0189 14.3340  C57 1.090
62 H 6.3625 1.1581 13.9940  C57 1.090
63 O 14.6135 -9.4356 20.2831  S64 1.462
64 S 13.5166 -8.6591 19.7083  O63 1.462, O65 1.465, O66 1.622, O69 1.631
65 O 12.6695 -7.8059 20.5456  S64 1.465
66 O 14.0080 -7.8023 18.4212  S64 1.622, C67 1.376
67 C 13.1015 -7.7227 17.3891  O66 1.376, C68 1.574, H70 1.090, H71 1.090
68 C 12.2330 -9.0158 17.6134  C67 1.574, O69 1.398, H72 1.090, H73 1.090
69 O 12.5183 -9.6158 18.8434  S64 1.631, C68 1.398
70 H 12.4841 -6.8261 17.4434  C67 1.090
71 H 13.6280 -7.6941 16.4351  C67 1.090
72 H 12.5261 -9.7296 16.8436  C68 1.090
73 H 11.1629 -8.8087 17.6050  C68 1.090
74 O 6.5142 -5.6211 17.1756  S75 1.466
75 S 5.3532 -6.2595 17.8022  O74 1.466, O76 1.488, O77 1.645, O80 1.619
76 O 5.4316 -7.7205 18.0726  S75 1.488
77 O 4.9567 -5.4282 19.1652  S75 1.645, C78 1.471
78 C 3.5485 -5.0134 19.0791  O77 1.471, C79 1.568, H81 1.090, H82 1.090
79 C 3.1843 -4.9848 17.5544  C78 1.568, O80 1.417, H83 1.090, H84 1.090
80 O 3.9390 -6.0680 17.0384  S75 1.619, C79 1.417
81 H 2.9281 -5.7729 19.5549  C78 1.090
82 H 3.3043 -4.1256 19.6624  C78 1.090
83 H 3.4939 -4.0554 17.0763  C79 1.090
84 H 2.1406 -5.1826 17.3101  C79 1.090
85 O -2.5909 -6.8695 21.3118  S86 1.439
86 S -3.5505 -7.5196 20.4594  O85 1.439, O87 1.449, O88 1.701, O91 1.691
87 O -3.4405 -8.9486 20.2457  S86 1.449
88 O -5.1118 -6.9637 20.8427  S86 1.701, C89 1.418
89 C -5.8389 -6.7287 19.6486  O88 1.418, C90 1.498, H92 1.090, H93 1.090
90 C -4.9540 -6.7114 18.4399  C89 1.498, O91 1.396, H94 1.090, H95 1.090
91 O -3.6478 -6.8255 18.9202  S86 1.691, C90 1.396
92 H -6.5607 -7.5409 19.5617  C89 1.090
93 H -6.3884 -5.7900 19.7202  C89 1.090
94 H -5.0526 -5.8156 17.8269  C90 1.090
95 H -5.2018 -7.5864 17.8389  C90 1.090
96 O -1.4540 -1.3219 21.0177  S97 1.418
97 S -2.0786 -1.0940 22.2707  O96 1.418, O98 1.491, O99 1.700, O102 1.674
98 O -3.3335 -1.7850 22.6830  S97 1.491
99 O -0.8888 -1.0583 23.4842  S97 1.700, C100 1.406
100 C -0.2141 0.1649 23.3230  O99 1.406, C101 1.541, H103 1.090, H104 1.090
101 C -1.3167 1.2132 23.0757  C100 1.541, O102 1.396, H105 1.090, H106 1.090
102 O -2.3696 0.5449 22.4484  S97 1.674, C101 1.396
103 H 0.3927 0.3686 24.2053  C100 1.090
104 H 0.4022 0.0718 22.4288  C100 1.090
105 H -0.9144 1.8927 22.3243  C101 1.090
106 H -1.6916 1.7795 23.9282  C101 1.090
107 C 7.6842 -8.5274 24.6811  C108 1.404, C111 1.362, H112 1.080
108 C 8.9878 -8.8803 25.0646  C107 1.404, C109 1.378, H113 1.080
109 C 8.9308 -10.1614 25.5681  C108 1.378, N110 1.324, H114 1.080
110 N 7.6575 -10.5250 25.5460  C109 1.324, C111 1.359, H115 1.010
111 C 6.8659 -9.5713 24.9887  C107 1.362, N110 1.359, H116 1.080
112 H 7.3414 -7.5880 24.2730  C107 1.080
113 H 9.9001 -8.3094 25.1548  C108 1.080
114 H 9.6695 -10.8331 25.9798  C109 1.080
115 H 7.3075 -11.4465 25.7662  N110 1.010
116 H 5.8379 -9.7926 24.7426  C111 1.080
117 C -1.7793 -2.4011 12.6368  C118 1.391, C121 1.428, H122 1.080
118 C -0.6736 -1.7661 13.1939  C117 1.391, C119 1.398, H123 1.080
119 C -1.0459 -1.3938 14.4887  C118 1.398, N120 1.364, H124 1.080
120 N -2.3510 -1.7311 14.6989  C119 1.364, C121 1.366, H125 1.010
121 C -2.8339 -2.3820 13.5999  C117 1.428, N120 1.366, H126 1.080
122 H -1.8791 -2.8101 11.6422  C117 1.080
123 H 0.2658 -1.6299 12.6787  C118 1.080
124 H -0.4817 -1.0026 15.3223  C119 1.080
125 H -2.8467 -1.6422 15.5744  N120 1.010
126 H -3.8663 -2.6894 13.5222  C121 1.080